No. 1
DFT (ωB97M-V with the def2-TZVPD basis set) results for C50H74BrCeN2O3 as an isolated structure.

Values from the calculation:
Calculated total energy in Eh: -5334.082801
Kohn-Sham gap (spin up / spin down) in eV: 5.2 / 5.2
Multiplicity: 2
Max |F| in eV Å⁻¹: 4.14

Each line ends with the Löwdin charge.
Geometry (Å):
Ce 12.81309 11.77528 11.76269  1.28
C 12.79263 13.43354 14.62894  -0.09
C 13.08605 12.46448 15.60838  -0.09
C 12.09104 11.42794 15.42241  -0.13
C 11.18354 11.88177 14.42587  -0.12
C 11.55592 13.19747 14.03155  -0.35
C 10.59320 14.33237 13.73877  -0.56
C 10.16360 15.10267 15.01250  -0.03
C 9.31117 13.82459 13.05973  -0.05
C 11.28036 15.25239 12.76249  -0.06
C 11.71257 10.22589 16.28838  -0.52
C 10.67988 9.37581 15.47800  -0.06
C 11.01669 10.74773 17.54761  -0.04
C 12.87562 9.31308 16.65224  -0.06
C 14.29928 12.59028 16.57771  -0.52
C 14.92907 13.96191 16.28430  -0.08
C 15.39198 11.53853 16.34954  -0.05
C 13.89626 12.59276 18.05554  -0.06
H 13.44977 14.27522 14.44251  0.09
H 10.36307 11.34140 14.00835  0.07
H 9.68318 14.41209 15.69964  0.08
H 9.43781 15.82935 14.67297  0.07
H 10.98279 15.60675 15.57047  0.09
H 8.75121 13.20336 13.73626  0.07
H 9.61786 13.17167 12.19113  0.07
H 8.71525 14.67964 12.67016  0.10
H 12.31530 15.56994 13.03721  0.09
H 10.69636 16.16581 12.64587  0.08
H 11.37311 14.80132 11.75385  0.08
H 9.74775 9.93970 15.47836  0.07
H 10.46377 8.40491 15.91362  0.07
H 10.98060 9.14803 14.45232  0.07
H 9.98506 11.09070 17.38328  0.09
H 11.57613 11.49742 18.11196  0.06
H 10.89073 9.89539 18.22209  0.08
H 13.45514 9.11372 15.72702  0.08
H 12.50923 8.36141 17.07350  0.09
H 13.58428 9.75750 17.35779  0.05
H 15.29106 14.06823 15.26554  0.06
H 15.82350 14.10363 16.96684  0.10
H 14.20780 14.75667 16.48223  0.09
H 15.79251 11.51010 15.33085  0.06
H 15.06668 10.52457 16.56403  0.04
H 16.18115 11.67448 17.07690  0.08
H 13.07652 13.34143 18.20813  0.10
H 14.75180 12.96114 18.64500  0.08
H 13.54803 11.59109 18.33879  0.06
C 7.82688 7.91322 7.43777  -0.02
C 8.80945 7.08972 8.37371  -0.51
C 7.85236 6.17314 9.20362  -0.05
C 9.74163 6.18842 7.54808  -0.06
C 9.71431 7.92012 9.27632  -0.15
C 9.16040 8.70130 10.29315  0.02
C 9.97256 9.53147 11.04889  -0.08
N 11.29607 9.70070 10.86411  0.05
C 11.86549 8.92610 9.88982  -0.17
C 11.06227 8.07326 9.07642  0.06
C 13.26367 9.05478 9.65075  -0.17
C 14.04345 8.08063 9.01621  0.04
C 15.32713 8.29651 8.58510  -0.14
C 15.76903 9.64028 8.66488  0.06
C 14.96141 10.60295 9.29733  -0.09
N 13.85889 10.28810 9.94135  0.00
C 16.23186 7.18901 8.09157  -0.55
C 17.10175 6.63882 9.26225  -0.04
C 17.22797 7.72631 7.01838  -0.05
C 15.45037 5.99042 7.53851  -0.06
H 7.33364 7.14310 6.80874  0.09
H 8.38625 8.64313 6.80165  0.09
H 7.12161 8.47462 8.05172  0.07
H 7.46015 5.41239 8.57948  0.07
H 7.04176 6.72024 9.74010  0.09
H 8.42582 5.68297 9.98283  0.09
H 9.19311 5.44243 7.03877  0.07
H 10.38868 5.59656 8.16684  0.09
H 10.27002 6.74548 6.79959  0.08
H 8.09023 8.61421 10.46213  0.12
H 9.46847 10.09133 11.82776  0.12
H 11.62220 7.62497 8.30388  0.09
H 13.61800 7.07709 8.94343  0.12
H 16.74029 9.91605 8.35187  0.10
H 15.26921 11.64064 9.34450  0.13
H 17.83345 7.37177 9.67619  0.09
H 17.69767 5.75835 8.95687  0.09
H 16.37560 6.34656 10.07970  0.10
H 17.90325 8.47940 7.45830  0.08
H 16.68096 8.16787 6.20034  0.08
H 17.76138 6.85311 6.57499  0.10
H 14.93944 5.45904 8.34031  0.08
H 16.16582 5.33967 7.02221  0.09
H 14.66669 6.23970 6.79034  0.10
C 20.69916 10.06676 11.89635  -0.04
C 20.36352 11.51058 12.38247  -0.53
C 20.66685 11.58172 13.90428  -0.04
C 21.15805 12.61501 11.63696  -0.06
C 18.91728 11.85003 12.21309  -0.21
C 17.93096 10.86212 12.25983  -0.08
C 16.56844 11.16678 12.33530  -0.50
Br 15.32540 9.76272 12.84858  0.86
C 16.12553 12.47923 12.01873  -0.36
O 14.84514 12.70840 11.98926  -0.33
C 17.15474 13.52358 11.81776  -0.03
C 18.50611 13.18064 12.05344  0.02
C 16.77779 14.95549 11.32927  -0.53
C 16.17772 14.88199 9.91363  -0.04
C 15.70604 15.55918 12.24647  -0.04
C 17.96138 15.89405 11.32349  -0.07
H 21.77791 9.93462 11.66726  0.09
H 20.17142 9.78327 10.98992  0.08
H 20.53937 9.40514 12.73287  0.07
H 21.76672 11.53461 14.11888  0.10
H 20.20660 10.74535 14.39532  0.07
H 20.33952 12.51746 14.38021  0.09
H 22.19844 12.29482 11.56919  0.08
H 21.15720 13.59889 12.11775  0.08
H 20.76354 12.70744 10.61248  0.10
H 18.21118 9.84284 12.39834  0.09
H 19.21095 13.96729 12.06953  0.07
H 15.25118 14.24718 9.88346  0.09
H 16.78992 14.45106 9.11924  0.08
H 15.87651 15.85198 9.58091  0.07
H 14.80463 14.91181 12.22440  0.07
H 15.44314 16.55252 11.92401  0.08
H 16.00123 15.53400 13.31016  0.09
H 18.68805 15.56440 10.60400  0.08
H 18.39949 16.01927 12.31468  0.09
H 17.66763 16.91766 11.01445  0.10
O 10.60184 12.53716 10.31462  -0.09
C 11.38496 12.81750 9.41310  -0.56
O 12.62904 12.94871 9.51295  -0.13
H 10.95653 12.92658 8.43450  0.13


No. 2
DFT (ωB97M-V with the def2-TZVPD basis set) results for an isolated ion of composition C6H7OS and charge -1.

Values from the calculation:
Calculated total energy in Eh: -706.232665
Total charge: -1
Kohn-Sham gap in eV: 6.2
Structure (SMILES): Cc1coc(C)c1[S-]
Multiplicity: 1
Max |F| in eV Å⁻¹: 5.06

Each line ends with the Löwdin charge.
Geometry (Å):
C -0.08532 -1.95834 -1.68598  -0.11
C -0.10254 -0.65589 -0.93281  -0.24
C -0.46983 0.53395 -1.34205  -0.17
O -0.49001 1.51502 -0.36434  -0.04
C 0.12740 0.95700 0.74740  -0.40
C 0.12586 1.80147 2.03466  -0.04
C 0.31668 -0.36039 0.68888  -0.77
S 0.99876 -1.55431 1.62861  0.32
H 0.36302 -1.82835 -2.72401  0.08
H 0.63578 -2.60861 -1.25438  0.01
H -1.16043 -2.46334 -1.58914  0.11
H -0.70683 0.73124 -2.35915  0.10
H -0.78691 2.28534 2.03986  0.03
H 0.25106 1.09253 2.83436  0.04
H 0.98329 2.51269 2.27809  0.08


One value per record, in order, for energy above the lowest of the compared OMol25 structures with the same formula, charge and spin: 0.0, 0.8 kcal/mol.